The following is a quantum chemistry calculation of the molecule C23H22F6O4 at a distorted geometry, from the Open Molecules 2025 dataset.

Calculated total energy: -48704.2293 eV
Molecular weight: 476.4 g mol⁻¹
F_max: 2.32 eV/A
Net charge: 0
SMILES: CCOC(=O)C(C)(C(=O)OCC)C(c1ccc(C(F)(F)F)cc1)c1ccc(C(F)(F)F)cc1

Atoms and positions in Å:
F 0.67395 -4.93008 -3.62558
F 3.06328 5.91751 -0.62485
F 1.46134 6.55716 -1.99592
F 1.16262 6.67432 0.18445
F 0.98942 -3.51553 -5.28433
F 2.59935 -3.88467 -3.81951
O 1.09767 -1.31447 1.68509
O -1.17744 -2.22780 1.12314
O -2.72407 -0.77679 1.81687
O 1.56203 0.86143 1.65673
C -0.64539 0.57394 -0.49608
C 2.67563 -2.88307 2.38135
C -0.77737 3.08825 -0.64722
C 1.31993 -1.34825 -3.21264
C -0.14343 -0.52799 -1.44350
C 1.71233 5.91002 -0.81056
C 1.24573 -3.73394 -3.95175
C 0.72815 -2.60114 -3.11083
C 2.44729 -1.41534 2.19484
C -4.76557 -1.57562 2.75427
C 1.13762 4.51915 -0.81198
C -0.37475 -2.79576 -2.29310
C 0.84053 -0.31000 -2.41780
C 0.03658 1.94698 -0.67194
C -1.51487 -1.06760 1.29238
C -0.67538 0.20093 0.96592
C -3.42485 -1.98222 2.20871
C 1.41792 2.13199 -0.79295
C 0.76485 -0.04880 1.45228
C -0.83636 -1.74125 -1.51783
C -1.21946 1.32555 1.84902
C 1.96368 3.41327 -0.93010
C -0.23774 4.36868 -0.69020
H -1.31332 0.95005 2.87679
H 3.03272 3.53125 -1.09481
H 1.97472 -3.30093 3.10821
H -2.82042 -2.50026 2.96193
H 3.13998 -0.98424 1.46114
H -0.51946 2.17071 1.85207
H -4.65637 -1.02119 3.69368
H -2.20857 1.64083 1.48757
H 2.56079 -3.41878 1.43497
H -0.88597 5.23909 -0.60666
H -5.34041 -2.48128 2.96123
H 2.51531 -0.86034 3.14076
H 2.11043 1.28799 -0.78584
H -5.32907 -0.96701 2.04117
H -1.70056 0.73674 -0.77068
H 3.69028 -3.04640 2.74586
H -0.88350 -3.75439 -2.25676
H -3.52341 -2.62303 1.32457
H 2.13654 -1.16969 -3.90713
H -1.76266 -1.88803 -0.97136
H -1.85817 2.96952 -0.53049
H 1.25790 0.68049 -2.58261